{
  "formula": "C4H12",
  "method": "ωB97M-V with the def2-TZVPD basis set",
  "e_above_lowest_kj_mol": 31.59,
  "total_energy_ha": -159.57294,
  "homo_ev": -11.716,
  "gap_ha": 0.472,
  "elements": ["C", "C", "H", "H", "H", "H", "H", "H", "C", "C", "H", "H", "H", "H", "H", "H"],
  "coordinates": [[0.7235, -2.5067, -0.3440], [-0.5979, -2.5326, 0.4069], [1.3906, -1.9328, 0.2922], [1.0509, -3.5471, -0.4495], [0.7179, -2.0658, -1.3380], [-1.2049, -1.6344, 0.2854], [-1.2821, -3.3495, 0.1877], [-0.4677, -2.5923, 1.4964], [-0.2272, 1.8671, 0.2695], [0.1104, 3.1524, -0.4918], [0.5039, 1.6858, 1.0592], [-1.1414, 1.8900, 0.8733], [-0.1854, 1.0457, -0.4488], [1.1156, 3.0926, -0.8884], [0.1829, 3.9634, 0.2528], [-0.6892, 3.4641, -1.1630]],
  "atomic_forces_ev_per_a": [[-0.3, -0.5, 0.5], [-1.1, 0.4, 0.6], [0.5, -0.1, -0.3], [0.4, 0.3, 0.1], [-0.3, 0.1, 0.0], [0.2, 0.2, -0.2], [0.2, -0.2, -0.4], [0.4, -0.1, -0.2], [0.4, 0.0, 0.1], [-0.4, 0.6, 1.9], [0.4, -0.1, -0.3], [-0.3, 0.1, -0.8], [-0.4, -0.3, 0.4], [-0.1, -0.1, -0.7], [-0.1, -0.1, -0.2], [0.4, -0.2, -0.4]]
}


{
  "formula": "C3H2ClNO3",
  "method": "ωB97M-V with the def2-TZVPD basis set",
  "e_above_lowest_kj_mol": 186.13,
  "total_energy_ha": -856.04692,
  "homo_ev": -9.766,
  "gap_ha": 0.341,
  "elements": ["O", "C", "O", "N", "O", "C", "C", "Cl", "H", "H"],
  "coordinates": [[-0.8661, 1.9940, 0.1319], [-0.1829, 0.9698, -0.0577], [1.1869, 0.9664, -0.2619], [1.7591, -0.3121, -0.4109], [2.6388, -0.5625, 0.5793], [0.5152, -1.1866, -0.3299], [-0.5952, -0.4115, 0.0035], [-2.2609, -0.6466, 0.0936], [3.4367, 0.0279, 0.2802], [0.5854, -2.2652, -0.2853]],
  "atomic_forces_ev_per_a": [[2.6, -3.1, -1.0], [-0.7, 3.3, 1.5], [-0.2, 1.9, 0.5], [-4.4, -1.8, -2.2], [2.5, 1.7, 0.4], [-0.6, 1.9, 2.1], [2.5, -1.4, -1.9], [-0.2, -0.8, 0.1], [-1.8, -1.8, 0.9], [0.3, 0.2, -0.3]]
}


{
  "formula": "C9H19BeNP",
  "method": "ωB97M-V with the def2-TZVPD basis set",
  "e_above_lowest_kj_mol": 133.39,
  "total_charge": -1,
  "total_energy_ha": -765.01872,
  "homo_ev": -0.561,
  "gap_ha": 0.131,
  "elements": ["C", "Be", "N", "H", "H", "H", "H", "H", "H", "H", "H", "C", "P", "C", "C", "C", "C", "C", "C", "C", "H", "H", "H", "H", "H", "H", "H", "H", "H", "H", "H"],
  "coordinates": [[-0.5049, -0.0557, -3.3244], [-0.8808, -0.8913, -1.8626], [-1.5338, -1.8943, -0.5740], [0.0688, -1.6130, -2.4774], [-0.8235, -2.3260, 0.0542], [-1.9828, -0.5818, -2.1823], [-0.5138, -0.7136, -4.1980], [0.4730, 0.5089, -3.4242], [-1.2705, 0.7190, -3.4847], [-2.1724, -1.3407, 0.0416], [-2.0385, -2.6099, -1.0043], [1.6169, 1.7119, -0.9899], [0.8617, 0.1151, -0.5293], [2.2950, -0.9619, -0.2095], [0.1499, 0.4233, 1.1103], [0.8100, 0.1644, 2.2827], [0.1913, 0.3381, 3.5543], [-1.1800, 0.8231, 3.5730], [-1.8270, 1.1129, 2.3678], [-1.1764, 0.9447, 1.1333], [1.9906, 1.6648, -2.0206], [2.4429, 1.9184, -0.2961], [0.8628, 2.5044, -0.9093], [2.9745, -0.4741, 0.5077], [1.9640, -1.9320, 0.1949], [2.8330, -1.1370, -1.1563], [1.8557, -0.1966, 2.2860], [0.6872, 0.1283, 4.4371], [-1.6504, 0.9483, 4.5034], [-2.8429, 1.4741, 2.3840], [-1.6795, 1.2283, 0.2129]],
  "atomic_forces_ev_per_a": [[1.1, 2.8, -2.3], [2.9, -0.9, 0.8], [1.3, 1.1, 3.4], [1.2, -1.9, 0.3], [-0.4, -0.1, -0.3], [-4.7, 1.0, -0.5], [-0.3, 0.0, 0.1], [-0.1, -0.5, 0.1], [0.0, 0.2, -0.3], [0.3, -0.6, -0.7], [-1.0, -1.3, -0.9], [0.4, 0.1, 0.4], [-1.2, -0.6, -1.0], [0.5, 0.1, 0.3], [-0.8, 1.0, -0.5], [0.4, -0.3, 2.5], [-3.0, 1.2, -3.2], [2.9, -1.0, -1.4], [0.8, -0.1, -0.3], [0.7, -0.3, 1.2], [-0.2, 0.0, 0.3], [-0.1, 0.2, -0.2], [0.2, -0.2, -0.1], [0.1, -0.2, -0.1], [0.1, 0.4, -0.3], [-0.4, 0.0, 0.3], [-0.7, 0.2, -0.2], [0.9, -0.4, 1.6], [-0.7, 0.2, 1.0], [-0.2, 0.1, 0.0], [0.1, -0.3, 0.0]]
}


Number 2 is which compound? C3H2ClNO3